1.
Density functional theory data (the ωB97M-V functional and the def2-TZVPD basis) for a structure of composition C21H46NOP3RuSe at a distorted geometry.

CARTESIAN COORDINATES (ANGSTROEM)
Ru -0.76 0.07 -0.52
Se 1.73 -0.20 -0.73
P -2.21 -0.05 1.23
P -1.52 -0.91 -2.48
P -1.10 2.09 -1.16
O -0.37 -2.77 0.27
N -0.67 -5.00 0.57
C 4.38 3.03 -0.52
C 2.70 1.62 1.24
C -2.86 2.60 -1.23
C -1.94 -2.69 -2.51
C -2.44 1.48 2.19
C -0.29 3.26 -0.06
C -1.93 -1.29 2.54
C 3.49 2.08 -1.02
C -0.17 -6.36 0.70
C 6.21 4.60 3.35
C 4.43 3.25 0.87
C 2.69 1.34 -0.12
C -3.02 -0.23 -3.29
C -2.12 -4.86 0.53
C 5.59 4.67 4.56
C 0.13 -3.90 0.48
C 3.58 2.57 1.74
C -0.47 2.51 -2.78
C -0.29 -0.88 -3.83
C 1.63 -4.07 0.60
C -3.84 -0.49 0.55
H -2.61 -1.11 3.38
H 2.08 -3.81 -0.37
H -0.43 2.99 0.99
H -0.88 1.87 -3.59
H 1.93 -5.07 0.91
H -2.85 0.79 -3.66
H 2.00 -3.33 1.34
H -2.09 -2.30 2.14
H -3.79 -1.43 -0.02
H -3.86 -0.21 -2.59
H -3.29 -0.87 -4.14
H 0.64 0.09 0.54
H -2.23 -3.07 -3.51
H 6.16 5.44 2.65
H 5.81 3.94 5.35
H -2.85 3.63 -1.61
H 6.94 3.81 3.15
H -2.69 2.34 1.56
H -3.34 2.58 -0.26
H -2.43 -3.82 0.43
H 0.46 -6.65 -0.17
H 0.42 -6.51 1.62
H -0.89 -1.22 2.89
H 0.65 -1.36 -3.50
H 5.02 5.56 4.84
H -0.66 -1.42 -4.71
H -4.55 -0.61 1.37
H 0.63 2.41 -2.80
H 3.42 1.88 -2.10
H 2.04 1.06 1.90
H -3.45 1.98 -1.92
H -1.07 -3.27 -2.17
H -1.03 -7.06 0.73
H -1.53 1.71 2.75
H -0.74 3.55 -3.00
H 5.16 3.95 1.28
H -2.53 -5.43 -0.31
H -3.26 1.32 2.92
H -4.20 0.30 -0.12
H -0.72 4.25 -0.24
H -2.77 -2.88 -1.81
H 5.03 3.58 -1.19
H -2.55 -5.28 1.46
H 3.61 2.78 2.82
H -0.04 0.15 -4.13
H 0.79 3.27 -0.25

* multiplicity: 5
* relative energy (zero: lowest compared OMol25 entry of this formula, charge and spin): 0.209 eV
* ⟨S²⟩: 6.026
* charge: +4

=====

2.
Density functional theory data (the ωB97M-V functional and the def2-TZVPD basis) for a cluster of 2 separate species, C21H47BCl3N2O4SSi2 in total.

CARTESIAN COORDINATES (ANGSTROEM)
Cl 2.07 -1.13 -4.15
Cl -0.76 0.63 -1.15
Cl -0.57 -3.53 -2.80
S 4.67 0.70 -1.35
Si -5.13 2.11 0.09
Si -7.91 2.21 1.25
O 4.89 2.00 -0.79
O 5.72 0.05 -2.07
O 3.49 0.80 -2.41
O 2.51 -0.39 1.90
N 4.21 1.40 1.89
N -6.25 2.32 1.28
C -8.78 3.43 0.07
C 0.58 -0.34 -0.41
C 2.94 -1.29 -0.80
C 7.64 -1.61 0.98
C 4.00 -0.43 -0.09
C -5.07 0.36 -0.68
C -8.60 0.50 0.78
C 8.99 -0.92 0.77
C 2.16 0.82 -1.88
C -8.62 2.58 2.96
C 6.43 -0.66 0.86
C 5.20 -1.38 0.31
C 1.16 -1.42 -2.62
C -1.05 -1.09 1.39
C 2.09 -3.85 -3.03
C 4.77 -2.46 1.33
C 1.71 -0.58 -1.44
C -5.26 3.30 -1.39
C -3.38 2.37 0.78
C 1.08 -2.94 -2.34
C -0.06 -1.53 0.30
B 3.53 0.27 1.27
H 9.44 -0.62 1.72
H -8.38 4.43 0.21
H 1.86 -3.96 -4.08
H 5.11 -2.20 2.33
H -6.12 3.06 -2.02
H 7.52 -2.46 0.29
H -3.28 3.38 1.19
H 2.14 1.50 -1.02
H 2.15 0.11 2.64
H -8.22 1.87 3.69
H 6.20 -0.24 1.84
H -9.67 0.41 0.99
H 6.72 0.18 0.21
H -3.19 1.66 1.59
H 5.49 -1.88 -0.62
H 0.16 -1.07 -2.86
H 3.46 -1.81 -1.61
H 7.63 -2.05 1.98
H -8.08 -0.28 1.35
H -1.06 -0.01 1.53
H 1.52 1.25 -2.63
H 3.85 2.33 1.69
H 0.73 -2.12 0.76
H -4.37 3.27 -2.03
H -8.45 0.29 -0.28
H -9.86 3.47 0.25
H 4.24 1.30 2.90
H 0.98 0.32 0.35
H -9.72 2.52 2.99
H -8.33 3.59 3.28
H -5.93 0.18 -1.32
H -2.07 -1.39 1.14
H -0.80 -1.55 2.34
H -5.07 -0.39 0.11
H 2.59 -2.06 -0.11
H 2.05 -4.83 -2.56
H -2.61 2.24 0.01
H 5.23 -3.42 1.08
H 1.12 -3.11 -1.27
H 3.69 -2.60 1.40
H -8.64 3.14 -0.98
H 3.11 -3.47 -2.92
H 9.70 -1.59 0.28
H -5.38 4.32 -1.03
H 8.89 -0.03 0.14
H -0.58 -2.14 -0.44
H -4.17 0.21 -1.29

* multiplicity: 1
* DFT total energy: -98550.7512 eV
* charge: -1

=====

3.
Density functional theory data (the ωB97M-V functional and the def2-TZVPD basis) for a structure of composition C21H47NNdO2SSi2 at a distorted geometry.

CARTESIAN COORDINATES (ANGSTROEM)
Nd -0.05 -0.02 1.25
S -0.25 2.18 3.02
Si 3.50 0.43 0.58
Si -3.30 -0.15 1.40
O 0.84 0.72 -2.98
O -0.49 -1.03 -1.27
N -0.11 -0.29 3.87
C 3.79 2.26 0.29
C -3.94 0.08 3.14
C -2.73 1.51 0.69
C -1.68 -1.12 -3.46
C 4.96 -0.56 -0.13
C -0.71 0.31 6.57
C 3.34 0.13 2.44
C 1.94 -0.04 -0.30
C -1.74 -0.75 -2.00
C 2.25 0.46 -3.61
C -0.44 -1.02 6.17
C 0.35 2.19 -2.76
C -0.16 -1.27 4.82
C 0.18 -2.28 -1.72
C 2.13 0.77 -5.08
C -0.54 -3.51 -1.22
C -0.36 1.01 4.26
C -0.68 1.32 5.62
C -0.57 2.46 -3.91
C -4.69 -0.79 0.33
C -1.93 -1.41 1.45
H -0.98 3.48 -3.86
H -0.77 -3.44 -0.14
H -0.16 2.14 -1.80
H 1.96 -1.11 -0.51
H -0.45 -1.84 6.88
H -3.04 2.29 1.41
H 2.91 1.01 2.95
H 0.30 -2.26 -2.81
H 4.86 2.43 0.11
H -3.21 0.59 3.79
H -1.94 0.33 -1.91
H -1.65 1.69 0.50
H -2.65 -1.01 -3.96
H 3.09 0.59 -5.59
H 4.39 -0.02 2.76
H -0.95 0.52 7.61
H -4.19 -0.88 3.60
H 2.75 -0.76 2.72
H -0.97 -0.47 -4.00
H -1.89 -1.80 2.49
H -2.17 -2.26 0.77
H 1.26 2.82 -2.71
H 2.06 0.39 -1.30
H 2.43 -0.60 -3.42
H 3.48 2.82 1.19
H -1.40 -2.16 -3.63
H 0.86 0.30 -2.08
H -0.91 2.35 5.85
H 1.87 1.82 -5.27
H -0.05 2.40 -4.88
H -4.85 0.69 3.08
H 1.19 -2.26 -1.31
H 1.38 0.11 -5.55
H 3.21 2.65 -0.57
H 5.03 -0.44 -1.23
H -5.60 -0.23 0.58
H -3.25 1.69 -0.26
H 0.06 -2.27 4.46
H 2.98 1.08 -3.06
H 0.11 -4.38 -1.36
H -1.46 -3.68 -1.80
H 4.86 -1.63 0.07
H -2.54 -1.29 -1.49
H -1.40 1.74 -3.90
H -4.88 -1.86 0.52
H 5.89 -0.21 0.33
H -4.47 -0.66 -0.74

* multiplicity: 4
* relative energy (zero: lowest compared OMol25 entry of this formula, charge and spin): 2.029 eV
* ⟨S²⟩: 3.756
* charge: +1